[1]
36
Properties=species:S:1:pos:R:3:forces:R:3 method="wB97M-V/def2-TZVPD" homo_lumo_gap_ha=0.206 total_charge=+2 energy_ev=-55400.9145 homo_energy_ev=-14.89 de_lowest_ev=2.481
Na 0.601 2.464 3.005 -0.8 -0.5 0.6
Na 3.939 -0.929 1.028 -0.4 -0.9 0.1
Na 3.569 2.262 -0.023 0.0 -0.5 -0.7
Na 0.141 3.847 -0.465 -1.0 -0.5 -1.0
S 0.770 0.436 0.176 -0.4 -0.3 0.2
O 0.441 0.754 1.610 1.0 0.6 -0.1
O 2.280 0.248 0.089 0.2 1.5 0.5
O 0.149 -0.814 -0.190 0.1 0.2 -0.1
O 0.316 1.559 -0.674 1.1 0.4 0.7
O 2.177 -1.239 2.910 0.5 0.6 -0.6
H 2.327 -0.756 3.731 -0.1 -0.3 0.2
H 1.581 -0.663 2.393 -0.2 -0.2 0.3
O -2.622 1.321 -0.036 0.4 0.0 0.0
H -1.725 1.062 -0.284 -0.2 -0.1 0.0
H -3.088 0.476 0.049 -0.1 0.1 -0.2
O -1.803 0.745 3.322 0.3 0.5 0.4
H -2.331 -0.058 3.397 0.0 0.0 0.1
H -1.074 0.503 2.752 -0.1 -0.6 -0.5
O -0.880 0.858 -3.475 0.3 0.0 0.1
H -1.164 1.583 -2.910 -0.2 -0.1 -0.2
H -1.104 0.046 -3.010 -0.2 0.0 -0.1
O -2.108 3.202 -2.018 0.8 0.3 1.0
H -2.450 2.560 -1.356 -0.4 0.0 -0.3
H -2.444 4.056 -1.723 -0.5 0.0 -0.4
O -0.868 -2.386 2.121 0.0 0.3 0.0
H -0.579 -2.195 1.219 -0.1 0.0 0.2
H -0.061 -2.456 2.642 0.0 -0.2 0.0
O 3.057 -0.689 -2.427 0.7 0.2 0.2
H 2.744 -0.250 -1.631 -0.3 -0.3 -0.2
H 2.950 -1.638 -2.267 -0.3 0.0 -0.2
O -2.356 -1.454 -1.294 -0.1 0.3 0.0
H -1.463 -1.189 -1.044 0.0 -0.3 0.0
H -2.325 -2.404 -1.449 0.0 0.0 0.0
O 1.377 -2.899 -1.683 0.3 0.0 0.2
H 1.063 -3.745 -1.350 0.0 0.0 -0.1
H 0.964 -2.217 -1.138 -0.2 -0.1 -0.1

=====

[2]
110
Properties=species:S:1:pos:R:3:forces:R:3 method="wB97M-V/def2-TZVPD" smiles="CCCCCCCCCCCCCCc1c(CCF)c(PP(=O)(O)O)c(CC(C)C)c2c1C(=O)N(P(O)Cl)C2=O.c1ccccc1.c1ccccc1" homo_lumo_gap_ha=0.284 energy_ev=-99296.3260 homo_energy_ev=-9.11
C -5.117 0.560 0.366 0.8 -0.2 -0.6
C -5.685 -0.431 -0.772 -0.1 0.9 -0.2
C -7.245 -0.784 -0.634 0.6 -0.9 -0.3
C -7.643 -1.483 0.761 -0.7 0.2 -0.8
C -7.094 -3.006 0.879 0.4 1.3 1.7
C -5.699 -2.940 1.710 -0.3 -0.2 0.4
C -5.137 -4.389 2.117 -0.9 -0.2 0.0
C -4.599 -5.272 0.887 1.0 -0.1 0.4
C -4.016 -4.432 -0.347 0.1 -0.5 -0.4
C -2.817 -5.206 -1.136 -0.3 1.1 0.6
C -1.421 -4.830 -0.368 -1.2 -0.7 -1.0
C -0.654 -3.800 -1.324 0.2 -0.9 0.0
C 0.707 -3.199 -0.739 0.1 -0.6 -0.3
C 0.692 -2.877 0.828 0.1 0.3 0.8
C 1.284 -1.454 1.234 0.9 3.0 0.8
C 2.264 -1.239 2.446 -0.4 1.9 -1.2
C 2.738 -2.488 3.350 -0.4 0.4 -0.1
C 1.810 -2.653 4.674 0.3 -1.1 -0.1
F 0.698 -1.749 4.712 1.7 -1.1 0.0
C 2.795 0.189 2.860 -1.9 -1.2 -3.1
P 3.950 0.349 4.372 -1.4 0.9 0.3
P 6.029 0.568 3.705 2.6 0.2 -3.0
O 6.146 0.572 2.174 -0.3 -0.1 3.7
O 7.010 -0.659 4.415 -1.6 2.0 -1.4
O 6.600 2.076 4.311 -1.8 -2.7 0.1
C 2.360 1.479 2.071 -1.3 -2.8 -0.7
C 2.843 2.930 2.508 0.8 -1.1 0.2
C 3.201 3.934 1.315 0.7 2.0 0.9
C 2.356 5.301 1.590 -0.5 -1.4 0.6
C 4.764 4.402 1.385 -1.0 -0.2 -1.3
C 1.415 1.240 0.878 0.4 -2.1 1.7
C 0.887 -0.171 0.462 1.6 0.5 2.6
C -0.083 0.102 -0.778 -0.5 -1.4 0.4
O -1.062 -0.506 -1.245 3.8 2.2 1.7
N 0.435 1.407 -1.287 -0.4 1.1 -0.3
P 1.691 1.134 -2.497 -0.7 -1.0 -2.6
O 1.147 1.904 -3.954 0.4 0.3 3.4
Cl 3.491 2.127 -2.018 -1.2 0.3 0.2
C 0.740 2.267 -0.133 0.1 1.2 1.3
O 0.458 3.475 -0.041 1.2 -4.3 -0.5
H -5.223 1.660 0.053 -0.1 -1.6 0.6
H -5.562 0.372 1.397 0.5 0.3 -1.4
H -3.985 0.363 0.427 -1.6 0.4 0.1
H -5.021 -1.360 -0.815 -1.1 1.1 0.1
H -5.548 0.112 -1.785 -0.1 -0.9 1.5
H -7.469 -1.565 -1.458 0.2 1.2 1.2
H -7.881 0.130 -0.897 0.9 -1.2 0.7
H -8.799 -1.460 0.807 1.8 -0.2 -0.1
H -7.300 -0.852 1.661 -0.4 -1.1 -1.4
H -6.987 -3.523 -0.129 -0.3 0.7 1.3
H -7.831 -3.536 1.589 1.1 0.4 -1.4
H -4.920 -2.276 1.182 -1.2 -1.2 0.7
H -5.956 -2.399 2.691 0.4 -0.7 -1.4
H -6.038 -4.967 2.560 1.4 0.9 -0.5
H -4.370 -4.341 2.979 -1.0 0.2 -1.6
H -3.734 -5.918 1.304 -1.3 0.9 -0.7
H -5.400 -6.016 0.550 1.1 1.2 0.3
H -3.543 -3.446 0.008 -0.9 -1.3 -0.5
H -4.878 -4.196 -1.071 1.3 -0.2 1.0
H -2.787 -4.755 -2.195 0.0 -1.0 1.5
H -2.998 -6.332 -1.178 0.2 1.5 0.0
H -0.879 -5.815 -0.184 -0.2 1.5 -0.2
H -1.741 -4.409 0.641 0.7 -0.4 -1.3
H -1.415 -3.024 -1.666 1.2 -0.7 0.7
H -0.364 -4.397 -2.271 -0.5 1.0 1.4
H 1.037 -2.314 -1.377 -0.5 -1.0 1.0
H 1.512 -4.014 -0.894 -1.2 1.3 0.2
H 1.278 -3.723 1.351 -0.9 1.6 -0.7
H -0.362 -2.925 1.303 1.5 0.2 -1.0
H 2.700 -3.481 2.779 -0.1 1.7 0.6
H 3.826 -2.378 3.706 -1.7 0.1 -0.8
H 1.404 -3.728 4.673 0.3 1.7 0.0
H 2.451 -2.570 5.628 -1.2 0.4 -1.4
H 3.904 -0.859 5.162 0.2 0.5 -1.0
H 7.259 -1.225 3.650 -0.1 0.5 0.5
H 5.975 2.415 4.995 0.6 -0.3 -0.6
H 3.818 2.780 3.113 -1.6 0.1 -0.9
H 2.092 3.355 3.277 1.0 -0.6 -1.5
H 3.057 3.524 0.265 -0.2 0.4 1.6
H 2.344 6.006 0.698 0.1 -0.9 1.3
H 1.292 4.961 1.869 1.5 0.9 -0.7
H 2.785 5.783 2.546 -0.5 -0.5 -1.6
H 5.379 3.631 0.810 -0.5 0.9 1.2
H 4.811 5.371 0.759 0.1 -1.4 1.1
H 5.120 4.598 2.449 -0.4 -0.4 -1.5
H 0.714 2.740 -3.654 0.2 -0.5 -0.7
C 5.038 9.134 -1.322 0.1 0.0 0.0
C 5.078 7.758 -1.528 0.1 0.0 0.0
C 6.301 7.098 -1.589 0.0 0.1 0.0
C 7.485 7.813 -1.435 -0.1 0.0 0.0
C 7.445 9.188 -1.226 -0.1 0.0 0.0
C 6.222 9.849 -1.173 0.0 -0.1 0.0
H 4.084 9.649 -1.278 0.1 0.0 0.0
H 4.154 7.200 -1.641 0.1 0.0 0.0
H 6.332 6.027 -1.756 0.0 0.1 0.0
H 8.439 7.298 -1.478 -0.1 0.0 0.0
H 8.369 9.745 -1.104 -0.1 0.0 0.0
H 6.192 10.922 -1.016 0.0 -0.1 0.0
C -1.323 -3.412 -6.289 -0.1 0.0 0.0
C -2.580 -3.319 -6.880 0.0 0.1 0.1
C -3.520 -2.421 -6.381 0.1 0.0 0.1
C -3.200 -1.610 -5.295 0.0 -0.1 -0.1
C -1.942 -1.702 -4.709 -0.1 0.1 0.1
C -1.009 -2.603 -5.202 0.1 -0.1 -0.1
H -0.591 -4.114 -6.674 -0.1 0.1 0.0
H -2.827 -3.947 -7.730 0.0 0.0 0.1
H -4.502 -2.353 -6.837 0.1 0.0 0.0
H -3.930 -0.907 -4.907 0.1 -0.1 0.0
H -1.686 -1.070 -3.864 0.0 0.0 0.0
H -0.032 -2.674 -4.737 0.0 0.0 0.0

=====

[3]
10
Properties=species:S:1:pos:R:3:forces:R:3 method="wB97M-V/def2-TZVPD" smiles=CSS.S homo_lumo_gap_ha=0.327 energy_ev=-33638.8075 homo_energy_ev=-8.45 de_lowest_ev=1.088
S -0.373 -3.153 1.665 -0.6 1.0 2.4
H 0.897 -3.276 1.411 1.1 -0.1 -0.3
H -0.077 -2.619 2.986 -0.5 -0.8 -2.1
C -0.318 1.004 0.111 -0.8 -3.7 -1.9
S 0.416 2.296 -0.862 0.3 -0.4 -1.4
S -0.109 1.591 -2.803 2.1 0.9 -0.5
H 0.080 -0.176 0.109 -0.5 3.4 -0.1
H -0.244 1.466 1.032 0.1 0.3 2.4
H -1.403 0.936 -0.151 0.8 0.0 0.3
H 1.131 1.932 -3.497 -1.9 -0.6 1.3

=====

[4]
48
Properties=species:S:1:pos:R:3:forces:R:3 method="wB97M-V/def2-TZVPD" homo_lumo_gap_ha=0.176 energy_ev=-182379.0576 homo_energy_ev=-8.18 de_lowest_ev=0.000
K -0.750 -1.311 -7.102 0.2 -0.1 0.2
K -1.714 2.918 -3.030 0.5 0.1 0.8
Cs 4.415 1.556 0.510 -0.5 0.0 0.2
C 2.442 4.683 -3.747 0.5 0.1 1.7
F 2.989 5.804 -3.189 -0.9 -1.3 -0.9
F 1.308 5.031 -4.421 1.7 -0.6 0.1
F 3.405 4.091 -4.486 -1.7 0.7 0.3
S 1.860 3.546 -2.238 -1.8 1.9 1.4
O 3.047 3.215 -1.442 -1.4 0.5 -2.1
O 0.853 4.365 -1.520 1.5 -1.7 -2.3
N 0.996 2.247 -3.098 1.6 2.2 1.5
S 1.990 1.030 -2.855 1.8 -0.3 -1.9
O 3.236 1.157 -3.650 -2.4 -0.9 0.7
O 2.195 0.764 -1.467 -0.4 -1.2 0.1
C 0.853 -0.406 -3.582 3.8 0.8 4.0
F 1.479 -1.484 -3.131 -0.4 -0.6 0.6
F -0.363 -0.322 -3.153 -1.7 0.0 0.4
F 0.874 -0.519 -4.848 -0.5 0.4 -4.4
C -2.753 3.346 3.368 -0.3 -0.4 1.4
F -2.984 2.105 2.955 0.6 0.2 -0.3
F -3.439 4.207 2.689 -0.1 1.3 -3.0
F -3.354 3.492 4.539 0.8 -0.8 2.1
S -0.881 3.855 3.464 1.3 2.3 0.1
O -0.621 4.747 2.264 -1.0 -2.9 3.0
O -0.749 4.553 4.774 -0.3 -2.3 -2.7
N -0.060 2.287 3.416 -2.2 3.7 1.8
S 0.368 2.146 1.958 0.7 -2.4 -3.3
O -0.700 2.009 0.975 0.4 -0.1 0.4
O 1.478 2.954 1.523 0.9 -0.1 -0.2
C 1.154 0.362 2.098 0.4 1.4 0.4
F 0.559 -0.448 2.885 -2.1 -1.1 0.9
F 1.328 -0.227 0.917 0.2 0.5 -0.1
F 2.370 0.507 2.710 0.9 0.6 -0.8
C -1.295 -2.533 -0.373 1.2 -2.0 2.6
F -1.117 -1.271 0.073 -1.1 -0.9 -1.1
F -2.560 -2.813 -0.831 2.3 1.2 -0.1
F -0.274 -2.792 -1.258 -1.9 0.5 0.0
S -0.876 -3.718 1.205 0.7 1.8 1.4
O 0.399 -3.137 1.713 -2.2 -1.6 -1.8
O -2.007 -3.579 2.148 2.2 -0.3 -2.0
N -0.620 -5.230 0.434 0.6 3.4 1.0
S -1.844 -6.122 0.724 -5.2 -4.0 -0.3
O -3.160 -5.429 0.842 2.6 -1.4 0.0
O -1.960 -7.321 -0.171 1.4 2.4 1.7
C -1.407 -6.949 2.532 -3.8 1.3 -2.0
F -1.546 -8.246 2.468 0.0 -1.3 -0.3
F -0.279 -6.640 2.987 3.9 0.8 0.6
F -2.288 -6.481 3.423 -0.8 0.1 0.1

=====

[5]
52
Properties=species:S:1:pos:R:3:forces:R:3 method="wB97M-V/def2-TZVPD" homo_lumo_gap_ha=0.208 total_charge=+2 energy_ev=-98277.2048 homo_energy_ev=-14.00
C 1.269 -0.845 2.616 -0.9 0.5 0.5
O 2.642 -0.883 2.255 -1.0 -0.6 -0.3
C 3.148 -2.231 2.174 1.7 -0.3 0.4
C 4.046 -2.465 0.881 -1.1 -1.1 -0.2
C 3.435 -1.794 -0.409 0.1 0.6 0.4
C 4.195 -0.449 -0.846 -1.3 -0.6 -0.7
C 3.081 0.666 -0.987 0.5 -0.1 0.3
C 3.533 1.930 -1.806 -0.3 0.0 -0.6
C 2.531 3.185 -1.670 1.1 -1.0 0.7
N 1.178 2.624 -1.315 -1.6 0.1 -0.1
C 0.697 2.684 -0.031 -1.6 -0.9 0.3
C -0.588 2.112 0.348 1.0 -0.3 -2.7
C -1.370 1.453 -0.704 1.1 0.8 0.3
C -2.710 0.799 -0.321 -1.4 -1.3 -0.8
C -3.379 0.931 0.975 -0.8 -1.3 -1.5
C -4.638 0.226 1.223 2.4 0.9 -1.1
N -5.183 -0.564 0.238 0.9 0.5 0.3
C -6.446 -1.297 0.519 -1.4 0.5 -0.1
C -6.206 -2.766 1.043 0.0 -0.4 0.5
O -5.981 -3.699 0.356 0.0 0.9 -0.2
Br -6.324 -3.060 3.000 0.0 0.7 -1.0
C -4.596 -0.719 -1.000 1.7 0.7 -0.4
C -3.355 -0.068 -1.349 -0.9 0.5 2.7
C -0.847 1.440 -2.090 1.4 1.0 1.9
C 0.449 2.046 -2.344 -1.6 -0.6 1.3
H 1.100 -0.885 3.736 0.4 -0.1 -1.1
H 0.661 -1.666 2.148 0.6 0.5 0.3
H 0.793 0.129 2.285 0.8 -0.8 0.2
H 2.340 -3.006 2.276 0.6 0.9 -0.4
H 3.841 -2.367 3.054 -0.8 0.0 -0.7
H 5.123 -2.225 1.069 -1.0 0.1 -0.2
H 4.003 -3.582 0.710 0.3 1.1 0.3
H 3.363 -2.485 -1.293 0.3 0.5 1.0
H 2.364 -1.532 -0.151 1.1 -0.2 -0.3
H 5.008 -0.185 -0.125 -0.8 -0.1 -0.7
H 4.614 -0.648 -1.871 0.0 0.4 1.1
H 2.797 0.962 0.067 0.2 -0.3 -1.0
H 2.184 0.153 -1.446 0.9 0.7 0.4
H 4.574 2.188 -1.486 -1.0 0.2 -0.2
H 3.596 1.736 -2.919 0.0 -0.2 1.2
H 2.428 3.753 -2.626 0.1 -0.3 1.0
H 2.867 3.808 -0.804 -0.5 -0.2 -0.9
H 1.298 3.170 0.780 -0.3 -0.4 -1.3
H -0.905 2.167 1.416 0.4 0.0 -1.2
H -2.935 1.540 1.790 -0.6 -0.5 -0.7
H -5.127 0.306 2.217 0.2 -0.2 -1.0
H -7.031 -1.293 -0.446 0.7 -0.5 1.0
H -7.077 -0.698 1.235 0.9 -0.7 -0.5
H -5.103 -1.405 -1.719 0.4 0.7 0.8
H -2.878 -0.230 -2.345 -0.8 0.0 1.1
H -1.388 0.976 -2.943 0.5 0.5 0.8
H 0.910 2.066 -3.363 -0.5 0.0 1.2

=====

[6]
16
Properties=species:S:1:pos:R:3:forces:R:3 method="wB97M-V/def2-TZVPD" smiles="C=CC(=C)CC" homo_lumo_gap_ha=0.362 energy_ev=-6381.7163 homo_energy_ev=-8.90 de_lowest_ev=2.143
C 1.512 -1.156 -0.425 0.8 1.3 -1.5
C 0.362 -0.983 0.573 -0.6 0.5 0.5
C -0.778 -0.152 0.058 -0.2 1.4 0.1
C -2.057 -0.502 -0.154 -0.3 0.7 -0.6
C -0.377 1.269 -0.056 -1.0 0.3 -0.9
C 0.861 1.686 0.114 3.7 2.4 -0.8
H 2.399 -1.607 0.040 -0.4 -0.3 -0.2
H 1.872 -0.086 -0.667 -0.5 -2.5 -0.3
H 1.266 -1.667 -1.438 0.2 0.7 1.9
H -0.155 -1.912 0.789 0.7 -0.5 0.8
H 0.706 -0.348 1.494 -0.4 -1.9 -1.3
H -2.763 0.330 -0.524 1.0 -1.7 0.7
H -2.407 -1.550 -0.051 0.2 0.9 -0.1
H -1.125 2.016 -0.400 0.4 -0.6 0.4
H 1.225 2.752 -0.170 -1.3 -1.6 0.8
H 1.840 1.101 0.267 -2.3 0.9 0.5